[1]
This record from OMol25 describes a molecular structure, C2H2INS in a non-equilibrium geometry. The level of theory is ωB97M-V/def2-TZVPD.

Element x y z (Å)
N 0.301 -3.224 0.344
S 1.583 -0.774 0.794
H -0.037 0.096 -0.825
C 0.262 0.361 0.267
C 0.835 -2.226 0.515
H -0.464 0.430 1.084
I 1.317 2.290 0.212

Calculated total energy in eV: -22531.275
HOMO in eV: -10.032
Largest force on an atom in eV/A: 2.394
Frontier orbital gap in eV: 9.568
ΔE to the lowest compared entry with this formula, charge and spin in kcal/mol: 0.00

These are the natural (NBO) partial charges, in e, on atoms 1 to 2: -0.29 0.32


[2]
This record from OMol25 describes 7 unconnected molecules or ions with the total composition C36H69BrNO14 in a non-equilibrium geometry. The level of theory is ωB97M-V/def2-TZVPD.

Element x y z (Å)
O 2.542 -6.663 -8.389
O 0.665 2.359 7.133
H -5.648 -6.722 8.165
O 1.201 0.314 -3.822
H 0.652 2.742 2.088
H -0.183 4.337 5.744
H -4.029 -1.929 9.114
O 2.790 4.253 -1.691
H -3.287 -1.413 5.804
H -6.090 -5.132 8.816
C 3.705 7.042 -3.736
H -6.861 -5.709 7.347
H 2.540 -9.253 -13.103
H 2.589 -9.972 -11.476
H 4.495 8.069 -1.994
C -2.223 -0.796 3.192
C 3.696 -6.320 -10.434
H 0.635 -8.458 -11.722
H 2.052 2.648 -2.678
H 3.443 -6.249 -11.491
H 0.651 -0.066 1.813
H -0.072 -1.800 1.981
H 5.722 7.415 -3.067
H 0.582 1.345 -1.081
H -0.048 -0.948 0.300
O 1.599 -2.804 -7.449
C 2.916 5.422 -2.043
H -0.057 5.093 7.355
C 1.262 1.621 -4.421
H -0.318 2.020 -2.465
C -5.027 -2.622 7.377
C 1.635 -8.039 -11.564
H 4.380 4.396 7.269
H -2.940 -1.729 3.095
C 0.884 -4.761 -6.190
C -5.173 0.404 2.670
C -4.678 -2.763 8.831
O -5.198 -3.739 6.636
H 0.707 -4.197 -5.270
H -1.471 -0.705 5.879
C 2.119 -1.827 -5.255
H -4.692 -5.652 6.138
H -3.013 0.293 6.604
O 0.347 -1.167 -2.375
H -0.064 -4.773 -6.739
C 2.610 -6.918 -9.587
H 1.382 6.200 -0.804
H -5.106 -0.510 4.768
H -3.850 -5.058 7.556
O 2.521 3.574 7.443
O 3.644 5.734 -3.138
C 0.473 0.002 -2.727
H 4.002 6.891 -4.780
H 0.268 3.170 3.930
H 2.671 -2.736 -5.020
C -2.716 -0.802 0.596
C -2.151 1.676 4.270
C -5.913 -5.696 7.896
O -5.225 -1.514 6.888
H 3.877 -5.296 -10.094
H 2.382 3.458 -4.222
H 1.155 5.404 6.084
H -2.770 3.659 1.598
H 0.273 2.089 -4.447
C -4.823 -5.065 7.054
C -1.510 2.148 2.847
H 1.666 -7.098 -12.123
C 4.742 7.905 -3.046
H 2.768 -0.994 -4.972
C -2.605 -0.437 5.771
Br -5.219 1.964 1.422
C 0.118 2.355 3.074
C 2.338 6.535 -1.216
H 0.674 1.395 3.447
O -5.769 -0.741 2.234
H -4.857 1.369 4.711
C -0.104 1.114 -1.900
C 2.300 2.484 -3.730
N -1.885 1.346 1.637
H 1.202 -1.790 -4.661
O 1.758 -7.805 -10.149
H -1.242 1.566 5.035
H -1.242 -1.218 3.725
C -2.914 0.227 4.265
H 2.064 6.148 8.247
H 3.279 1.994 -3.751
H 3.201 5.111 6.188
H 2.716 7.510 -3.763
C -2.089 3.691 2.555
C -0.235 -0.739 1.460
H 3.274 5.382 9.262
C -1.736 -0.139 1.782
C 1.770 -1.687 -6.709
O 1.572 -0.579 -7.198
H 2.105 -4.717 -7.948
C 1.240 3.438 7.031
H 4.610 -6.908 -10.314
H 2.947 -4.123 -6.530
H 2.125 7.440 -1.781
H -1.060 0.779 -1.488
H 1.149 -5.787 -5.921
H -3.237 0.085 -0.007
H 3.025 6.766 -0.397
H -2.585 4.180 3.494
O -1.237 1.820 0.528
C 1.974 -4.129 -7.032
C -4.541 0.360 4.177
H -1.152 4.370 2.265
C 3.340 4.733 7.206
H 3.760 6.649 8.110
H -2.112 -1.474 -0.161
C 3.097 5.792 8.263
C 0.508 4.650 6.531
H -2.886 2.446 4.775
H -5.595 -2.726 9.425
H -4.126 -3.671 9.066
H 1.559 1.471 -5.464
H -3.573 -1.467 1.029
H 3.689 -8.666 -11.886
H 4.824 8.878 -3.538
C 2.672 -9.037 -12.039

Calculated total energy in eV: -138640.165
2S+1: 2
HOMO (spin up / spin down) in eV: -8.692 / -9.244
Largest force on an atom in eV/A: 9.104
Frontier orbital gap (spin up / spin down) in eV: 9.166 / 9.036
<S²>: 0.755

These are the Löwdin partial charges, in e, on atoms 1 to 2: 0.07 0.07


[3]
This record from OMol25 describes a single C2H4F2N2O2 molecule in a non-equilibrium geometry. The level of theory is ωB97M-V/def2-TZVPD.

Element x y z (Å)
O -0.221 -1.854 -0.344
H -3.906 -0.695 -0.199
H 2.101 -0.653 0.844
H 2.369 -0.011 -0.460
F -2.039 0.734 1.176
C -2.055 -0.075 0.014
H -0.126 1.017 0.804
N 0.422 0.320 0.230
C -0.413 -0.720 -0.033
N 1.812 0.223 0.470
F -2.268 0.806 -0.982
O -3.026 -1.028 0.039

Calculated total energy in eV: -14647.756
HOMO in eV: -10.324
Largest force on an atom in eV/A: 3.582
Structure (SMILES): NNC(=O)C(O)(F)F
Frontier orbital gap in eV: 11.014
ΔE to the lowest compared entry with this formula, charge and spin in kcal/mol: 10.26

These are the natural (NBO) partial charges, in e, on atoms 1 to 2: -0.55 0.50


[4]
This record from OMol25 describes a gas-phase ion, C5H10N (charge +1) in a non-equilibrium geometry. The level of theory is ωB97M-V/def2-TZVPD.

Element x y z (Å)
C 1.798 0.692 0.260
H -3.406 1.042 -0.349
H 1.536 1.662 0.815
N -1.737 -0.196 0.165
H -3.613 -0.765 0.376
H 2.499 0.924 -0.531
H -0.597 0.850 -1.393
C 0.749 -1.558 -0.172
C -2.945 0.101 0.205
H -0.467 1.646 0.016
C 0.630 -0.116 -0.124
C -0.657 0.612 -0.323
H 2.542 -0.046 0.817
H 0.531 -1.954 -1.236
H -0.021 -1.843 0.596
H 1.712 -1.802 0.347

Calculated total energy in eV: -6827.010
HOMO in eV: -14.126
Largest force on an atom in eV/A: 3.669
Charge: +1
Frontier orbital gap in eV: 7.989
ΔE to the lowest compared entry with this formula, charge and spin in kcal/mol: 73.60

These are the natural (NBO) partial charges, in e, on atoms 1 to 2: -0.78 0.17


[5]
This record from OMol25 describes a molecular structure, C47H47GeN2O9RbS4SeTe. The level of theory is ωB97M-V/def2-TZVPD.

Element x y z (Å)
C -0.918 -0.662 2.137
C -3.940 3.534 -6.861
C -2.419 2.618 -5.201
O -2.774 0.763 -2.510
H 3.295 4.479 3.118
O 1.917 -0.449 -1.721
C -0.198 -3.885 -2.100
S -6.092 4.098 3.052
C -0.954 3.220 1.810
Rb -0.234 1.268 -1.740
C 2.820 -1.765 0.016
H 1.859 -0.596 2.266
C -0.413 -4.335 2.074
H -4.005 -5.321 0.233
C -5.939 3.196 0.657
C 3.461 -5.503 -0.115
H -1.200 5.814 4.032
H -8.493 4.148 2.639
C 0.626 4.950 3.398
O -4.793 2.037 -2.114
O -2.641 3.115 -1.833
C -5.143 3.531 1.710
H -2.783 -5.160 4.315
H 0.044 -3.593 1.413
Ge -2.357 -4.338 1.912
O 4.122 -0.225 -1.294
H -0.288 -1.509 2.394
C 5.036 -0.322 3.424
C 1.272 3.975 2.568
H -8.104 3.210 0.207
H -4.186 -2.591 1.887
H -2.708 -6.531 3.195
H 6.773 -1.038 2.381
S -0.687 2.074 -4.974
H -5.520 3.011 -3.923
H -1.860 3.099 -7.187
C 0.492 3.122 1.771
C 4.168 -4.586 -2.216
H 0.657 -1.162 -4.976
C 2.936 -0.700 2.303
C -2.956 -5.024 0.179
C 5.692 -0.948 2.371
C 0.757 -2.099 -4.430
C -3.124 -2.554 2.137
H 1.643 -2.066 -3.798
H 0.784 -2.949 -5.110
H -1.363 -0.211 3.023
H 2.703 -4.088 1.309
H -0.503 -4.824 -2.561
C 4.686 2.668 1.596
H -3.033 -2.167 3.153
H 4.566 -4.720 -3.215
S 5.764 3.339 2.781
O -0.750 0.638 -4.739
C -3.682 3.458 1.799
H 0.980 -1.558 -0.457
C 3.243 2.907 1.671
H -0.128 -4.108 3.104
C 3.832 -3.310 -1.773
H -4.175 -5.542 3.286
Se -2.328 -1.231 0.924
C -4.733 3.046 -4.660
C 4.975 -1.439 1.291
O -0.061 2.414 -6.245
H 5.597 0.079 4.260
C 5.373 1.905 0.697
C 2.354 2.129 0.891
C -2.977 2.475 1.058
S -3.389 2.080 -2.534
H -0.569 -3.842 -1.076
H 4.236 -6.680 -1.741
H 4.907 1.349 -0.111
C -3.085 -5.514 3.327
H 1.242 5.602 4.008
C 7.126 2.600 2.047
N -1.673 2.356 1.068
H -3.534 1.762 0.459
C 2.669 3.839 2.504
H 3.985 -2.456 -2.424
H -0.336 0.084 1.598
Te -0.956 -2.165 -3.164
C 3.655 -0.203 3.384
C -2.945 4.312 2.583
C -4.974 3.513 -5.941
C -7.321 3.409 0.926
C 3.306 -3.121 -0.502
H 7.471 1.308 0.355
H 3.128 0.292 4.193
C -3.470 2.598 -4.270
N 1.051 2.217 0.942
H -5.544 2.829 -0.288
H 0.890 -3.819 -2.077
H 2.754 1.397 0.195
C -0.719 5.065 3.412
C -2.683 3.091 -6.488
H 5.495 -1.900 0.461
H -2.362 -5.884 -0.133
H -5.966 3.855 -6.215
C -7.552 3.897 2.173
C 2.980 -0.687 -1.119
H 8.107 2.747 2.473
H -4.107 3.895 -7.870
H 3.308 -6.357 0.535
O 1.447 -1.896 0.335
C 6.771 1.869 0.959
C 3.983 -5.685 -1.392
C 3.587 -1.317 1.242
H -0.013 -5.317 1.813
H -3.439 5.083 3.165
H -2.850 -4.241 -0.574
C -1.546 4.207 2.614
C 3.128 -4.233 0.322
O -0.154 2.852 -3.864

Calculated total energy in eV: -244067.586
HOMO in eV: -2.582
Largest force on an atom in eV/A: 0.762
Charge: -2
Frontier orbital gap in eV: 5.906
ΔE to the lowest compared entry with this formula, charge and spin in kcal/mol: 5.67

These are the Löwdin partial charges, in e, on atoms 1 to 2: -0.41 -0.10


[6]
This record from OMol25 describes a molecular structure, C44H38IrN4OS3 in a non-equilibrium geometry. The level of theory is ωB97M-V/def2-TZVPD.

Element x y z (Å)
H -4.984 1.149 -0.871
N 1.391 2.033 1.127
H -1.394 -1.491 -3.056
H 4.010 1.652 -7.214
H 1.347 5.561 -1.364
C -1.025 3.196 -0.744
H 6.265 -1.665 -1.822
H 2.194 -0.662 -4.097
H 4.434 3.592 -0.434
H -1.140 2.222 -0.292
H -2.604 1.926 1.930
H 0.807 1.244 6.866
C -0.964 5.185 3.240
C -2.160 2.854 2.256
H 3.650 -2.006 1.548
N 0.758 0.667 -2.080
C -4.197 0.579 -1.349
C 2.879 6.376 1.765
C 0.379 5.077 -1.363
C 4.242 6.382 1.485
C -3.456 -0.883 -3.105
S 1.624 3.053 -0.051
H 4.865 7.175 1.879
C 3.099 0.375 -5.758
C 0.161 -2.092 -0.348
C 1.163 1.252 3.522
H -3.663 -1.444 -4.007
S 2.215 1.073 -1.962
C 3.143 0.418 4.549
C -2.922 0.555 -0.796
C 5.358 -1.380 -1.306
C 4.804 5.393 0.697
C -2.931 3.971 2.538
H -2.727 1.102 0.110
S 0.198 1.535 2.068
H -0.458 1.833 4.829
H 4.752 -0.009 -2.844
C -1.947 5.034 -1.976
C -2.173 -0.918 -2.567
C -2.106 3.800 -1.366
H 3.092 0.350 6.692
C 4.013 4.373 0.181
N 2.464 2.511 -1.279
H 2.446 7.166 2.364
C -0.382 -2.827 0.843
C 3.885 -1.571 0.586
C -0.709 5.669 -1.978
H -0.592 6.628 -2.463
C 2.834 1.332 -3.596
H 5.863 5.411 0.477
H 4.285 3.551 -5.668
C -0.175 4.079 2.973
C 2.453 0.739 3.395
C 4.508 -0.443 -1.886
H 1.010 5.375 1.436
C 3.341 -0.097 -1.218
C 3.680 1.561 -6.188
C 1.262 1.109 5.894
C -2.336 5.132 3.009
O 0.758 -2.596 -1.246
H -1.442 -2.606 0.970
H 4.151 0.031 4.484
C 5.045 -1.946 -0.084
C 2.661 4.376 0.484
C 2.076 5.368 1.268
C -1.918 -0.204 -1.410
H -2.791 5.504 -2.463
C 2.664 0.247 -4.451
H -2.948 5.997 3.225
C 3.414 2.524 -4.001
C 0.199 3.844 -0.743
H -0.517 6.084 3.644
N -0.431 0.373 1.466
H -3.064 3.298 -1.387
C 0.547 1.445 4.753
C 3.034 -0.639 0.026
H 0.884 4.076 3.187
H 2.155 -0.312 0.567
Ir -0.188 -0.105 -0.502
H -5.453 -0.135 -2.934
C -0.795 2.944 2.467
C 2.547 0.602 5.792
C -4.461 -0.144 -2.504
H -4.004 3.926 2.401
H 0.142 -2.480 1.735
H 2.978 -0.451 -6.445
H 3.519 3.346 -3.308
H 2.910 0.638 2.422
C 3.837 2.630 -5.320
H 5.707 -2.679 0.358
H -0.236 -3.897 0.710

Calculated total energy in eV: -89574.691
2S+1: 2
HOMO (spin up / spin down) in eV: -13.004 / -13.339
Largest force on an atom in eV/A: 3.164
Charge: +2
Frontier orbital gap (spin up / spin down) in eV: 7.460 / 6.995
ΔE to the lowest compared entry with this formula, charge and spin in kcal/mol: 55.03
<S²>: 0.756

These are the Löwdin partial charges, in e, on atoms 1 to 2: 0.11 -0.37


| no. | molar mass (Da) |
| --- | --- |
| 1 | 199.0 |
| 2 | 819.8 |
| 3 | 126.1 |
| 4 | 84.1 |
| 5 | 1276.8 |
| 6 | 927.2 |